# 1
Here is C23H47O11PtS5 as an isolated structure at a distorted geometry from the Open Molecules 2025 dataset. Energies are from wB97M-V/def2-TZVPD.

Calculated values
Electronic energy, eV: -104543.755
Highest occupied orbital energy (spin up / spin down), eV: -9.4 / -9.5
Charge: +1
Multiplicity: 3
⟨S²⟩: 2.00
HOMO-LUMO gap (spin up / spin down), eV: 7.616 / 7.684

Last column: Mulliken spin population.
CARTESIAN COORDINATES (ANGSTROEM)
Pt 0.132 0.005 -0.278  1.2778
C -2.695 1.709 -2.978  -0.0007
C -1.179 1.609 -3.108  0.0009
C -0.672 2.929 -3.726  0.0097
O -0.496 1.360 -1.869  0.1596
H -2.984 2.303 -2.110  -0.0005
H -3.296 0.813 -2.823  -0.0004
H -3.182 2.226 -3.805  -0.0007
H -1.043 0.683 -3.667  -0.0007
H -0.995 2.973 -4.766  0.0005
H 0.390 3.141 -3.602  -0.0008
H -0.864 3.832 -3.148  -0.0003
C 1.582 5.090 2.434  0.0013
C 1.158 5.427 1.001  0.0003
C 0.423 4.118 0.402  -0.0045
S 0.635 2.739 1.802  0.0193
O 1.133 1.514 1.165  0.0554
O -0.515 2.777 2.679  0.0023
C 1.975 3.624 2.560  0.0060
H 0.730 5.287 3.085  0.0000
H 2.398 5.695 2.829  0.0005
H 2.157 5.508 0.573  -0.0001
H 0.525 6.313 0.991  0.0000
H 1.059 3.867 -0.447  -0.0008
H -0.607 4.287 0.086  -0.0002
H 2.893 3.568 1.976  -0.0005
H 2.163 3.221 3.556  -0.0001
C 5.100 1.526 -0.969  0.0019
C 3.824 2.355 -1.465  0.0004
C 3.236 1.600 -2.661  -0.0081
S 3.326 -0.107 -1.983  0.0267
O 3.850 -1.118 -2.871  0.0094
O 2.048 -0.430 -1.233  0.0803
C 4.634 0.037 -0.721  0.0010
H 5.472 2.128 -0.140  0.0001
H 5.960 1.576 -1.638  0.0001
H 4.184 3.318 -1.827  0.0000
H 3.240 2.739 -0.628  -0.0009
H 3.982 1.652 -3.454  -0.0002
H 2.190 1.683 -2.956  0.0010
H 5.354 -0.623 -1.206  -0.0006
H 4.326 -0.295 0.271  -0.0001
C -4.361 0.225 3.552  0.0009
C -4.940 -0.576 2.463  0.0010
C -3.878 -1.345 1.562  0.0055
S -2.239 -0.687 2.042  0.0351
O -1.610 -0.208 0.782  0.0857
O -1.574 -1.659 2.877  0.0014
C -2.941 0.692 3.060  0.0012
H -4.105 -0.256 4.497  0.0000
H -5.014 1.021 3.910  0.0002
H -5.325 0.234 1.844  -0.0001
H -5.887 -1.069 2.686  0.0003
H -4.230 -1.238 0.536  0.0004
H -3.973 -2.425 1.675  0.0010
H -3.003 1.559 2.403  0.0005
H -2.213 0.874 3.850  -0.0001
C 2.017 -3.810 3.986  0.0008
C 1.322 -4.857 3.099  0.0018
C 0.488 -4.151 2.052  0.0037
S 1.567 -2.731 1.405  0.0305
O 0.735 -1.499 1.158  0.0892
O 2.379 -3.167 0.302  -0.0006
C 2.400 -2.626 3.075  0.0018
H 2.940 -4.221 4.395  0.0001
H 1.337 -3.541 4.794  0.0001
H 0.928 -5.611 3.779  0.0002
H 2.199 -5.373 2.708  -0.0002
H -0.355 -3.842 2.670  0.0001
H 0.033 -4.744 1.258  -0.0001
H 1.856 -1.875 3.647  0.0003
H 3.424 -2.270 2.958  0.0004
C -1.757 -3.388 -4.195  0.0008
C -2.768 -2.271 -3.750  0.0003
C -2.934 -2.203 -2.327  -0.0028
S -1.368 -2.755 -1.561  0.0198
O -1.682 -3.541 -0.409  0.0021
O -0.436 -1.670 -1.418  0.0725
C -0.948 -3.803 -3.008  0.0106
H -1.098 -3.132 -5.024  0.0001
H -2.241 -4.219 -4.709  0.0003
H -3.709 -2.597 -4.194  0.0001
H -2.483 -1.300 -4.154  -0.0002
H -3.811 -2.778 -2.028  -0.0001
H -3.097 -1.213 -1.902  -0.0009
H -1.336 -4.743 -2.615  0.0018
H 0.139 -3.867 -3.062  -0.0002

# 2
Here is a 4-piece molecular cluster, C23H48I2O3 overall at a distorted geometry from the Open Molecules 2025 dataset. Energies are from wB97M-V/def2-TZVPD.

Calculated values
Electronic energy, eV: -46972.851
Highest occupied orbital energy, eV: -9.2
HOMO-LUMO gap, eV: 8.928

Last column: Mulliken charge in e.
CARTESIAN COORDINATES (ANGSTROEM)
C 1.181 -5.709 -2.242  -1.4220
C 1.746 -5.588 -0.874  0.5613
I 3.412 -6.841 -0.530  0.0993
C 1.287 -4.794 0.068  -0.4263
I -0.387 -3.554 -0.324  0.0664
C 1.801 -4.635 1.495  0.1876
O 1.651 -5.843 2.193  -0.5296
O 3.165 -4.331 1.587  -0.3450
C 3.599 -3.280 0.844  0.1070
O 4.523 -2.598 1.211  -0.5095
H 0.107 -5.705 -2.213  0.4278
H 1.544 -4.895 -2.848  0.3121
H 1.518 -6.623 -2.697  0.4183
H 1.208 -3.884 1.996  0.1926
H 0.835 -5.771 2.686  0.3576
H 3.133 -3.096 -0.125  0.4744
C 1.197 3.356 -3.177  -1.0923
C 2.193 2.212 -3.004  -0.5037
C 1.527 0.842 -2.891  -0.7285
C 0.598 0.675 -1.689  -0.3253
C 1.245 0.922 -0.328  -0.4812
C 2.379 -0.048 -0.009  -0.7813
H 0.531 3.446 -2.317  0.1926
H 1.720 4.306 -3.288  0.4834
H 0.584 3.205 -4.068  0.2844
H 2.820 2.401 -2.130  0.2681
H 2.867 2.198 -3.864  0.3670
H 2.305 0.073 -2.862  0.3174
H 0.952 0.651 -3.803  0.3750
H 0.190 -0.341 -1.708  0.1248
H -0.261 1.345 -1.796  0.2244
H 0.475 0.826 0.443  0.3830
H 1.613 1.949 -0.263  0.2680
H 2.017 -1.079 -0.029  -0.1249
H 2.783 0.146 0.985  0.4577
H 3.201 0.040 -0.721  0.3038
C 0.728 -3.642 8.756  -1.2237
C 0.243 -4.508 7.597  -0.4992
C 0.998 -4.254 6.293  -0.3828
C 0.867 -2.834 5.739  -0.6145
C -0.566 -2.373 5.476  -0.4461
C -1.289 -3.219 4.433  -0.8661
H 0.579 -2.580 8.559  0.2859
H 0.185 -3.885 9.671  0.3843
H 1.791 -3.806 8.945  0.2949
H -0.829 -4.356 7.449  0.2472
H 0.366 -5.560 7.866  0.3923
H 0.656 -4.973 5.542  0.1113
H 2.059 -4.467 6.449  0.3875
H 1.436 -2.774 4.805  0.2996
H 1.345 -2.129 6.424  0.3315
H -0.537 -1.336 5.131  0.3652
H -1.141 -2.368 6.405  0.2674
H -0.748 -3.204 3.484  0.0317
H -2.292 -2.831 4.250  0.3876
H -1.392 -4.257 4.754  0.2655
C -2.582 5.795 -2.227  -1.1616
C -3.054 4.929 -3.392  -0.4284
C -2.302 5.198 -4.693  -0.1720
C -2.449 6.616 -5.246  -0.8491
C -3.887 7.055 -5.515  -0.4194
C -4.598 6.203 -6.564  -1.1855
H -2.745 6.856 -2.421  0.3046
H -3.123 5.542 -1.314  0.3900
H -1.517 5.644 -2.039  0.2250
H -4.129 5.066 -3.540  0.3009
H -2.916 3.877 -3.126  0.3471
H -2.630 4.477 -5.447  0.3460
H -1.237 4.999 -4.532  -0.0019
H -1.877 6.685 -6.177  0.3913
H -1.986 7.327 -4.557  0.3509
H -3.874 8.094 -5.856  0.3688
H -4.465 7.048 -4.587  0.2340
H -4.058 6.225 -7.512  0.2914
H -5.607 6.576 -6.744  0.3799
H -4.684 5.163 -6.247  0.2839

# 3
Here is a 2-piece molecular cluster, C23H48N3O4 overall at a distorted geometry from the Open Molecules 2025 dataset. Energies are from wB97M-V/def2-TZVPD.

Calculated values
Electronic energy, eV: -37280.262
Highest occupied orbital energy, eV: -9.1
Charge: +1
HOMO-LUMO gap, eV: 6.360

Last column: Mulliken charge in e.
CARTESIAN COORDINATES (ANGSTROEM)
C 3.921 1.190 1.660  -1.0891
C 2.766 0.193 1.806  -0.2826
C 1.602 0.504 0.860  -0.3066
O 0.382 0.421 1.574  -0.1607
C -0.665 1.244 1.108  -1.7174
C -1.756 0.543 0.299  2.0237
C -1.243 0.049 -1.066  -0.8838
C -1.114 1.123 -2.147  -1.5638
N -2.782 1.599 0.085  -0.4686
C -4.012 0.856 -0.007  -0.4100
O -4.799 0.958 -0.902  -0.5657
C -4.034 -0.091 1.181  2.3310
C -4.931 -1.318 1.069  -1.8454
C -4.250 0.612 2.526  -0.9349
C -5.700 0.930 2.936  -0.9706
C -6.636 1.403 1.834  -0.2955
O -7.963 1.211 2.305  -0.3784
C -8.925 1.292 1.282  -0.7234
C -2.557 -0.609 1.045  -1.7184
N -2.027 -1.225 2.208  -0.0740
C -1.455 -2.317 2.464  0.5648
C -2.206 -3.470 3.085  -1.4919
C 0.008 -2.566 2.160  -0.7937
H 3.550 2.208 1.534  0.3826
H 4.567 1.171 2.537  0.3946
H 4.546 0.956 0.794  0.0156
H 2.406 0.207 2.833  0.2987
H 3.163 -0.799 1.588  0.3191
H 1.589 -0.259 0.071  0.0429
H 1.731 1.498 0.419  0.3523
H -1.142 1.679 1.992  0.4570
H -0.271 2.077 0.515  0.5007
H -1.877 -0.753 -1.449  0.5539
H -0.247 -0.372 -0.912  0.2610
H -2.012 1.725 -2.240  0.3166
H -0.961 0.623 -3.107  0.4482
H -0.234 1.750 -1.995  0.3079
H -2.834 2.243 0.865  0.5089
H -4.609 -2.020 1.842  0.2626
H -5.984 -1.116 1.249  0.4430
H -4.821 -1.812 0.104  0.4042
H -3.653 1.522 2.624  0.4876
H -3.842 -0.086 3.260  0.3611
H -5.644 1.750 3.656  0.3184
H -6.158 0.106 3.481  0.3687
H -6.523 0.854 0.898  0.2748
H -6.493 2.476 1.652  0.3597
H -9.129 2.328 0.990  0.2658
H -8.618 0.736 0.389  0.3173
H -9.845 0.851 1.658  0.2646
H -2.640 -1.403 0.299  0.6158
H -1.567 -4.153 3.639  0.5054
H -2.692 -3.999 2.259  0.2692
H -2.997 -3.079 3.722  0.3319
H 0.630 -1.884 2.736  0.1130
H 0.303 -3.588 2.398  0.4664
H 0.197 -2.403 1.096  0.1769
C 6.520 -0.773 -1.896  -0.9171
N 6.242 -0.647 -3.366  -0.1136
C 5.525 -1.886 -3.804  -0.8762
C 7.532 -0.543 -4.107  -0.9013
C 5.337 0.524 -3.682  -0.5567
C 5.861 1.907 -3.372  -0.5808
O 6.104 2.023 -1.983  -0.4370
H 6.935 -1.764 -1.726  0.3945
H 7.240 -0.022 -1.597  0.3814
H 5.590 -0.656 -1.348  0.3998
H 6.162 -2.743 -3.605  0.4044
H 5.316 -1.815 -4.868  0.3912
H 4.598 -1.968 -3.242  0.3917
H 8.077 0.327 -3.754  0.3847
H 7.323 -0.454 -5.170  0.3565
H 8.114 -1.440 -3.912  0.3943
H 4.417 0.340 -3.126  0.4402
H 5.130 0.462 -4.750  0.3626
H 5.085 2.611 -3.687  0.3679
H 6.764 2.131 -3.948  0.4148
H 6.616 2.822 -1.819  0.2874

# 4
Here is a 3-piece molecular cluster, C23H49BBrIN4O9P overall at a distorted geometry from the Open Molecules 2025 dataset. Energies are from wB97M-V/def2-TZVPD.

Calculated values
Electronic energy, eV: -137126.137
Highest occupied orbital energy, eV: -10.2
Charge: +1
HOMO-LUMO gap, eV: 6.169

Last column: Mulliken charge in e.
CARTESIAN COORDINATES (ANGSTROEM)
C 10.682 0.254 3.349  -0.9373
C 9.610 -0.586 2.499  -0.7098
C 8.081 -0.140 2.713  -0.3509
C 7.816 1.436 2.471  -0.2210
N 6.807 1.624 1.376  -0.1809
C 5.467 1.890 1.875  -0.2871
C 4.786 3.162 2.412  0.0437
P 5.797 4.757 2.510  0.1957
N 6.815 4.595 3.764  -0.6261
N 3.393 2.976 2.808  0.5430
C 2.474 4.021 3.331  -0.4138
C 1.173 4.164 2.360  0.1717
O 1.339 3.861 1.146  -0.4540
I -0.782 4.792 3.061  0.1350
C 3.145 1.558 2.567  -0.0494
B 1.733 0.760 2.882  -0.0371
O 1.539 0.417 4.292  -0.5263
O 0.735 0.447 1.906  -0.1028
C -0.539 0.436 2.667  0.0404
C -1.847 0.441 1.709  -0.9597
N 4.344 0.952 2.004  0.0352
Br 4.464 -0.853 1.488  0.1394
H 11.746 0.127 2.920  0.3000
H 10.636 -0.118 4.432  0.2688
H 10.474 1.379 3.346  0.2833
H 9.852 -0.514 1.378  0.2890
H 9.765 -1.697 2.776  0.3446
H 7.713 -0.499 3.745  0.2996
H 7.471 -0.689 1.896  0.1339
H 7.574 2.018 3.423  0.2213
H 8.813 1.859 2.062  0.3870
H 7.116 2.314 0.677  0.3970
H 4.985 5.907 2.786  0.1167
H 6.491 4.912 1.268  0.1406
H 6.610 5.362 4.439  0.2230
H 2.106 3.819 4.402  0.3556
H 2.996 5.051 3.373  0.2856
H 1.512 1.306 4.730  0.3298
H -0.642 -0.511 3.319  0.2764
H -0.609 1.400 3.296  0.1195
H -1.910 1.451 1.178  0.2898
H -2.803 0.305 2.346  0.3642
H -1.806 -0.459 1.008  0.1177
C 1.026 -0.739 -2.516  -0.8593
O 0.580 -2.062 -2.761  -0.3226
C -0.061 -2.680 -1.655  -0.2064
C -1.532 -3.025 -1.892  -0.4347
O -2.427 -1.992 -2.278  -0.3489
C -2.173 -1.293 -3.492  -0.2282
C -2.112 -2.077 -4.809  -0.5844
O -1.129 -3.100 -4.840  -0.3105
C -1.641 -4.416 -4.985  -0.8047
H 2.111 -0.745 -2.410  0.2339
H 0.775 -0.123 -3.379  0.3020
H 0.569 -0.293 -1.626  0.3979
H 0.045 -2.082 -0.743  0.0639
H 0.475 -3.619 -1.477  0.3557
H -1.917 -3.401 -0.936  0.5370
H -1.636 -3.869 -2.568  0.0970
H -1.292 -0.667 -3.370  -0.0098
H -2.998 -0.579 -3.591  0.5340
H -1.837 -1.363 -5.593  0.3820
H -3.108 -2.461 -5.069  0.3446
H -2.713 -4.483 -4.760  0.3738
H -1.101 -5.076 -4.302  0.2560
H -1.451 -4.766 -6.006  0.2444
C -9.539 0.231 -3.154  -0.8362
O -8.689 0.340 -2.021  -0.2833
C -9.126 -0.385 -0.879  -0.4887
C -8.172 -1.502 -0.438  -0.1828
O -7.808 -2.515 -1.366  -0.4882
C -7.139 -2.136 -2.563  -0.5272
C -5.797 -1.396 -2.470  0.0186
O -5.850 -0.170 -1.754  -0.3332
C -5.061 -0.135 -0.573  -0.9113
H -10.087 1.165 -3.278  0.2460
H -8.919 0.083 -4.039  0.2487
H -10.243 -0.604 -3.080  0.4051
H -10.137 -0.781 -1.018  0.3862
H -9.184 0.340 -0.060  0.3511
H -8.676 -2.027 0.381  0.4401
H -7.276 -1.093 0.022  -0.0244
H -7.832 -1.605 -3.212  0.1163
H -6.941 -3.075 -3.092  0.4593
H -5.502 -1.140 -3.494  0.2038
H -5.021 -2.065 -2.076  0.1433
H -4.762 -1.132 -0.230  0.4214
H -5.643 0.346 0.216  0.3884
H -4.171 0.481 -0.752  0.2437